A cluster of 5 separate species, C8H14Br6Cl6 in total, computed with ωB97M-V/def2-TZVPD.

Structure (XYZ):
```
34
Properties=species:S:1:pos:R:3
Br 1.32 1.63 -1.44
C 0.18 2.26 -2.94
C -0.74 1.13 -3.29
Br -1.84 1.80 -4.76
H 0.90 2.53 -3.72
H -0.31 3.17 -2.62
H -1.35 0.81 -2.45
H -0.19 0.29 -3.68
Br -2.01 -2.87 -3.75
C -2.03 -3.07 -1.77
C -2.63 -4.40 -1.42
Br -3.14 -4.42 0.50
H -2.58 -2.20 -1.43
H -1.01 -2.96 -1.40
H -1.96 -5.23 -1.60
H -3.52 -4.59 -2.01
Br -0.08 3.12 2.18
C -1.44 2.07 3.21
C -1.40 2.51 4.65
Br -2.88 1.57 5.57
H -1.11 1.04 3.09
H -2.38 2.26 2.70
H -1.69 3.54 4.83
H -0.50 2.21 5.15
C 5.82 0.65 0.24
Cl 6.94 0.80 -1.10
Cl 6.49 -0.29 1.57
Cl 4.26 -0.03 -0.28
H 5.56 1.64 0.57
C 0.74 -0.93 1.07
Cl 0.93 -0.92 2.82
Cl -0.95 -0.55 0.60
Cl 1.25 -2.41 0.27
H 1.36 -0.15 0.65
```

HOMO-LUMO gap, eV: 10.57
Total energy, hartree: -18518.45536
SMILES: ClC(Cl)Cl.ClC(Cl)Cl.BrCCBr.BrCCBr.BrCCBr

Quick look at the Löwdin charges, all values in e: 0.6136 -0.6557 -0.7049 0.6220 0.0519 0.0550 0.0437 0.0472 0.5945 -0.6985 -0.6753 0.5869 0.0248 0.0027 0.0596 0.0437 0.5484 -0.6708 -0.6589 0.5896 -0.0187 0.0512 0.0436 0.0559 -1.5527 0.5477 0.5340 0.4895 0.0097 -1.5345 0.5687 0.5174 0.5580 -0.0891

***

A structure of composition C8H14BrHgN2O2, computed with ωB97M-V/def2-TZVPD.

Structure (XYZ):
```
28
Properties=species:S:1:pos:R:3
C -2.31 0.23 -1.03
Hg -0.40 1.12 -0.77
N 1.32 -0.16 0.85
N 0.95 -0.94 -2.46
H 0.65 -0.86 1.21
H 1.00 2.01 -0.80
H -3.07 0.88 -0.58
H -2.30 -0.73 -0.50
H -2.46 0.11 -2.10
H 1.02 -1.66 -1.74
H 1.88 -0.55 -2.58
H 0.70 -1.40 -3.33
H 2.19 -0.59 0.54
H 1.48 0.53 1.58
Br -2.84 3.01 3.08
C -2.35 1.61 4.24
C -2.64 1.73 5.61
C -2.37 0.67 6.49
C -1.79 -0.51 6.00
C -1.48 -0.62 4.64
C -1.71 0.45 3.76
C -1.25 0.32 2.32
O -1.31 -0.81 1.77
O -0.79 1.40 1.84
H -3.10 2.64 5.98
H -2.62 0.77 7.55
H -1.58 -1.34 6.67
H -1.03 -1.53 4.24
```

HOMO-LUMO gap, eV: 7.68
Net charge: -1
Total energy, hartree: -3300.70377

Quick look at the Löwdin charges, all values in e: -0.3784 0.7713 -0.0370 -0.0169 -0.0008 -0.1851 -0.0511 -0.0600 -0.0734 0.0038 0.0051 0.0048 0.0035 0.0172 0.7849 -0.6144 -0.1455 -0.1110 -0.1051 -0.0331 -0.1585 -0.6916 -0.0842 -0.2229 0.0838 0.0910 0.0903 0.1134

***

A structure of composition C8H14BrN2, computed with ωB97M-V/def2-TZVPD.

Structure (XYZ):
```
25
Properties=species:S:1:pos:R:3
C 1.01 -2.29 0.27
C 2.29 -1.57 0.43
C -0.23 -1.95 -0.13
C 2.66 -0.54 -0.28
C -0.74 -0.61 -0.57
C -1.05 0.49 0.44
C 0.50 2.37 -0.41
C -0.96 1.84 -0.11
N -1.26 0.12 1.65
N -2.19 -0.51 -0.84
Br 4.31 0.47 0.09
H 1.14 -3.31 0.68
H 2.88 -1.88 1.18
H -1.01 -2.71 -0.42
H -0.21 -0.26 -1.44
H 0.53 3.25 0.32
H 0.59 2.65 -1.50
H 1.15 1.58 -0.18
H -1.61 2.04 -1.03
H -1.46 2.52 0.63
H -1.06 -0.90 1.91
H -2.05 0.40 2.28
H 2.06 0.06 -1.06
H -2.63 -1.29 -0.41
H -2.66 0.05 -1.51
```

HOMO-LUMO gap, eV: 9.06
Net charge: +1
Total energy, hartree: -2996.39762

Quick look at the Löwdin charges, all values in e: -0.0612 -0.1889 -0.0578 -0.5050 -0.2728 -0.2999 -0.0367 -0.1762 0.2081 0.1347 0.6477 0.1273 0.0671 0.1339 0.1464 0.1209 0.1069 0.0022 0.1483 0.1276 0.1643 0.1775 0.0677 0.1046 0.1133

***

A structure of composition C8H14Cl4Mg2O4, computed with ωB97M-V/def2-TZVPD.

Structure (XYZ):
```
32
Properties=species:S:1:pos:R:3
Mg -2.03 -1.40 -2.98
Mg 0.33 -3.39 -1.33
C 1.02 -2.72 -5.29
C -0.01 -2.13 -4.35
O -1.05 -1.62 -4.73
O 0.05 -2.31 -3.10
H 0.40 -3.17 -6.06
H 1.62 -3.56 -4.94
H 1.69 -1.98 -5.73
C -0.84 0.31 0.76
C -1.06 -0.73 -0.38
O -0.35 -1.74 -0.41
O -1.78 -0.47 -1.33
H -0.37 -0.16 1.63
H -1.78 0.71 1.14
H -0.30 1.22 0.49
Cl -1.62 5.56 3.81
C -2.95 4.29 3.80
C -2.30 2.98 3.44
Cl -3.50 1.85 2.88
H -3.61 4.75 3.06
H -3.40 4.20 4.79
H -1.81 2.58 4.32
H -1.58 3.08 2.63
Cl 2.76 0.10 2.82
C 2.47 -0.57 1.19
C 3.71 -0.89 0.50
Cl 4.63 -2.14 1.46
H 1.90 0.18 0.63
H 1.88 -1.46 1.43
H 4.32 0.00 0.33
H 3.54 -1.35 -0.48
```

HOMO-LUMO gap (alpha / beta), eV: 4.87 / 7.33
Net charge: +1
Total energy, hartree: -2855.03840
Spin multiplicity: 2

Quick look at the Löwdin charges, all values in e: 1.1807 0.8892 0.0509 -0.6608 -0.0063 -0.2134 0.1003 0.0933 0.1045 0.0287 -0.6393 -0.1577 -0.0424 0.0822 0.0283 0.0984 0.5103 -0.6054 -0.7126 0.5953 0.0603 0.0794 0.0805 0.0527 0.5630 -0.7171 -0.6276 0.5236 0.0612 0.0516 0.0846 0.0638

***

A cluster of 3 separate species, C8H14ClN2O2 in total, computed with ωB97M-V/def2-TZVPD.

Structure (XYZ):
```
27
Properties=species:S:1:pos:R:3
C 2.46 -0.38 0.22
C 1.18 -0.93 0.89
N 0.20 0.14 1.03
C -0.86 0.38 0.17
C -1.50 1.51 0.56
N -1.00 1.89 1.80
C 0.16 1.12 2.02
C -1.47 2.96 2.63
H 3.22 -1.16 0.31
H 2.88 0.49 0.73
H 2.28 -0.19 -0.84
H 1.33 -1.32 1.89
H 0.68 -1.65 0.25
H -1.05 -0.29 -0.65
H -2.42 1.99 0.24
H 0.81 1.06 2.88
H -1.04 3.95 2.42
H -1.25 2.57 3.62
H -2.55 3.04 2.53
C -0.06 -1.97 -2.45
C 0.56 -2.12 -3.83
O 1.79 -2.15 -3.83
O -0.18 -2.33 -4.84
H -1.12 -2.23 -2.42
H 0.08 -0.94 -2.12
H 0.49 -2.55 -1.71
Cl -3.62 -0.87 -1.49
```

HOMO-LUMO gap (alpha / beta), eV: 4.04 / 5.91
Net charge: -2
Total energy, hartree: -1033.35810
Spin multiplicity: 2

Quick look at the Löwdin charges, all values in e: -0.0758 -0.2016 -0.1308 -0.0915 -0.0856 -0.1956 -0.1359 -0.0834 0.0581 0.0520 0.0752 0.0991 0.0975 0.0323 0.0970 0.0546 0.0577 0.0699 0.0766 -0.0706 -0.8220 -0.1186 -0.1391 0.0302 0.0424 0.0501 -0.7423

***

A structure of composition C8H14CsO4S, computed with ωB97M-V/def2-TZVPD.

Structure (XYZ):
```
28
Properties=species:S:1:pos:R:3
Cs -0.27 -1.25 -0.67
C 0.17 3.78 -3.21
C -0.01 3.08 -4.48
C -1.51 2.55 -4.53
S -1.63 1.81 -2.84
O -1.29 0.39 -2.88
O -2.86 2.22 -2.16
C -0.20 2.78 -2.13
H -0.36 4.73 -3.20
H 1.25 3.90 -3.09
H 0.90 2.48 -4.51
H -0.08 3.83 -5.26
H -1.83 1.85 -5.31
H -2.14 3.44 -4.43
H 0.60 2.10 -1.82
H -0.51 3.24 -1.19
O 0.34 -2.72 1.78
C 0.46 -3.06 2.96
O -0.53 -2.95 3.92
C -0.14 -3.53 5.12
C 1.36 -3.39 5.23
C 1.71 -3.53 3.67
H -0.51 -4.54 4.93
H -0.60 -3.23 6.06
H 1.70 -4.19 5.89
H 1.61 -2.43 5.66
H 1.92 -4.51 3.23
H 2.44 -2.84 3.26
```

HOMO-LUMO gap, eV: 10.21
Net charge: +1
Total energy, hartree: -1032.30216

Quick look at the Löwdin charges, all values in e: 1.1434 -0.2585 -0.2310 -0.1426 0.6955 -0.5316 -0.3260 -0.1977 0.1344 0.1260 0.1296 0.1219 0.1098 0.1053 0.0919 0.1047 -0.1081 -0.4171 0.0239 -0.2108 -0.0924 -0.0368 0.1351 0.1382 0.1189 0.1190 0.1327 0.1224